One molecule with the formula C4H9N at a distorted geometry. Source: the Open Molecules 2025 dataset; level of theory: the ωB97M-V functional and the def2-TZVPD basis.

The frontier orbital gap comes out at 10.01 eV. The LUMO energy comes out at 1.124 eV. The SMILES is C[C@H]1CN1C. For the relative energy (zero: lowest compared OMol25 entry of this formula, charge and spin), the calculation gives 2.132 eV. The value obtained for the total energy is -212.47281 hartree.

```
! RIJCOSX wB97M-V def2-TZVPD def2/J DEFGRID3
* xyz 0 1
H 2.030 -0.997 0.812
C -1.100 -0.403 -0.548
H 0.560 -0.335 1.849
C 0.303 -0.741 -0.334
N -0.085 0.601 -0.765
H -0.495 2.561 -0.167
H 0.481 -2.200 1.076
H -0.665 1.252 1.198
C 0.914 -1.108 0.974
C -0.097 1.630 0.285
H -1.581 -0.823 -1.433
H 1.049 1.740 0.599
H -1.641 -0.306 0.325
H 0.743 -1.368 -1.164
*
```

Atomic partial charges in e from the Löwdin method, atoms 1 to 2: atom 1 (H): 0.084, atom 2 (C): -0.154

=====

One molecule with the formula C5H9NO. Source: the Open Molecules 2025 dataset; level of theory: the ωB97M-V functional and the def2-TZVPD basis.

The frontier orbital gap comes out at 10.48 eV. The LUMO energy comes out at 0.906 eV. The SMILES is C[C@H]1N[C@H]1CC=O. For the relative energy (zero: lowest compared OMol25 entry of this formula, charge and spin), the calculation gives 2.309 eV. The value obtained for the total energy is -325.85270 hartree.

```
! RIJCOSX wB97M-V def2-TZVPD def2/J DEFGRID3
* xyz 0 1
H -1.827 -1.639 0.684
H -1.141 2.207 -0.649
H -0.094 0.747 -2.127
C 1.366 -0.002 -0.658
N -0.609 1.506 -0.138
C -1.174 -0.785 0.865
O 2.024 -1.359 1.216
C 1.539 -0.327 0.811
C 0.011 0.556 -1.056
C -1.214 0.179 -0.305
H 1.186 0.460 1.508
H -0.203 -1.240 1.020
H -1.439 -0.289 1.803
H 1.579 -0.908 -1.232
H 2.143 0.744 -0.872
H -2.145 0.149 -0.870
*
```

Atomic partial charges in e from the Löwdin method, atoms 1 to 2: atom 1 (H): 0.082, atom 2 (H): 0.097

=====

A 2-piece molecular cluster, C6H13ClF3N2OP overall at a distorted geometry. Source: the Open Molecules 2025 dataset; level of theory: the ωB97M-V functional and the def2-TZVPD basis.

The frontier orbital gap (spin up / spin down) comes out at 7.52 / 8.21 eV. The LUMO energy (spin up / spin down) comes out at -0.881 / -0.073 eV. For the relative energy (zero: lowest compared OMol25 entry of this formula, charge and spin), the calculation gives 2.495 eV. The value obtained for the total energy is -1522.19239 hartree.

```
! RIJCOSX wB97M-V def2-TZVPD def2/J DEFGRID3
* xyz 0 1
C -0.691 1.602 -1.282
H 2.059 -0.756 -0.099
H 1.658 -2.232 1.813
P -1.313 -0.485 0.485
H 1.481 -2.254 -0.513
N 0.262 -1.050 0.735
C -1.844 -1.403 -0.931
H -0.059 -2.419 2.258
H -1.790 -1.061 -1.922
F -4.805 -0.280 0.172
F -3.909 1.708 0.667
H -1.132 2.619 -1.311
H -1.143 2.926 1.111
H 0.752 -1.025 -1.269
H -0.913 1.539 2.095
C -3.925 0.604 -0.142
H -1.201 1.068 -2.151
C -0.681 1.946 1.201
H 0.292 1.774 -1.500
N -1.052 1.155 0.061
H 0.748 -1.017 2.772
C 0.680 -1.719 1.984
H 0.403 2.135 1.091
Cl -2.490 -2.945 -0.573
O -2.173 -0.628 1.655
C 1.158 -1.232 -0.281
F -4.070 1.051 -1.382
*
```

Atomic partial charges in e from the Löwdin method, atoms 1 to 2: atom 1 (C): -0.103, atom 2 (H): 0.067

=====

C9H36Fe2O21S3 as an isolated structure at a distorted geometry. Source: the Open Molecules 2025 dataset; level of theory: the ωB97M-V functional and the def2-TZVPD basis.

The expectation value of S² is 30.0146. The frontier orbital gap (spin up / spin down) comes out at 8.17 / 6.38 eV. The LUMO energy (spin up / spin down) comes out at -0.920 / -2.668 eV. For the relative energy (zero: lowest compared OMol25 entry of this formula, charge and spin), the calculation gives 3.629 eV. The value obtained for the total energy is -5666.33151 hartree.

```
! RIJCOSX wB97M-V def2-TZVPD def2/J DEFGRID3
* xyz 0 11
H 8.146 14.164 -19.065
Fe 2.502 10.271 -17.264
C 8.329 12.062 -15.369
C 2.335 11.026 -21.838
O 3.384 10.084 -22.135
C 1.138 12.927 -18.623
H 0.568 13.153 -19.524
H 8.895 11.426 -17.079
H 7.828 9.212 -21.130
S 0.697 8.369 -17.031
C 7.783 12.789 -20.266
H 7.046 12.243 -20.856
H 4.639 16.901 -17.416
O 3.639 13.333 -14.549
H 5.577 8.192 -15.469
H 0.846 13.560 -17.785
O 6.459 8.938 -22.159
H 5.685 8.484 -23.927
O 3.187 11.612 -16.199
H 7.799 7.591 -19.634
O 3.787 10.610 -18.561
H 2.369 11.528 -20.871
H 8.222 13.432 -21.028
O -0.662 8.509 -17.611
O 8.225 12.046 -16.781
H 7.276 9.255 -23.968
O 1.150 9.503 -16.178
O 1.675 8.744 -18.026
H 4.084 10.297 -21.514
H 5.595 8.758 -17.140
H 4.007 6.483 -20.784
C 4.652 16.725 -18.491
O 0.959 7.061 -16.437
H 8.979 8.567 -18.727
H 0.310 11.197 -18.679
H 4.703 7.937 -19.911
O 1.137 11.500 -18.298
H 7.569 12.657 -14.863
O 4.751 12.645 -19.302
H 2.470 11.817 -22.575
Fe 5.816 13.196 -17.768
H 5.719 10.219 -23.637
O 5.106 15.461 -18.874
H 2.138 13.323 -18.800
C 8.174 8.600 -19.461
O 4.078 13.684 -16.967
H 5.973 9.579 -21.635
H 7.350 9.220 -19.109
O 3.842 8.956 -16.237
H 5.165 15.479 -19.832
O 5.381 12.424 -16.076
O 7.451 13.503 -19.081
S 3.987 12.776 -15.846
S 4.896 11.184 -19.264
H 3.916 5.876 -18.759
H 9.243 12.613 -15.149
C 4.782 6.871 -20.124
H 5.745 6.848 -20.634
H 8.316 11.129 -14.806
H 3.710 8.254 -15.595
H 8.634 12.117 -20.160
H 5.288 17.520 -18.881
O 6.015 11.377 -18.315
H 3.607 16.868 -18.770
O 5.254 10.634 -20.568
C 6.285 9.296 -23.516
O 8.628 9.234 -20.599
H 1.306 10.754 -22.071
O 4.814 6.069 -19.036
C 5.241 8.987 -16.135
H 5.606 9.956 -15.795
*
```

Atomic partial charges in e from the Löwdin method, atoms 1 to 2: atom 1 (H): 0.124, atom 2 (Fe): 1.016

=====

A 4-piece molecular cluster, C3H15NO3 overall at a distorted geometry. Source: the Open Molecules 2025 dataset; level of theory: the ωB97M-V functional and the def2-TZVPD basis.

The frontier orbital gap comes out at 9.39 eV. The LUMO energy comes out at 0.516 eV. The SMILES is CCNC.O.O.O. For the relative energy (zero: lowest compared OMol25 entry of this formula, charge and spin), the calculation gives 2.015 eV. The value obtained for the total energy is -403.71321 hartree.

```
! RIJCOSX wB97M-V def2-TZVPD def2/J DEFGRID3
* xyz 0 1
H 0.795 -0.129 1.106
O -1.762 2.847 -2.998
C 2.950 -0.126 -2.694
H -2.259 3.598 -2.626
H 1.706 1.384 -0.248
O -3.602 -5.483 3.069
H 1.577 1.485 -2.322
H 3.617 0.613 -3.112
H 3.585 -0.713 -1.982
N 1.822 0.398 -0.552
H -0.212 -0.359 -0.331
H -1.897 1.527 5.709
H 0.853 -0.134 -2.418
H -3.144 -4.629 2.910
C 0.824 -0.486 0.079
H -2.446 2.711 6.381
H 1.151 -1.503 -0.104
O -2.251 2.398 5.487
H -4.080 -5.444 2.225
H 2.694 -0.903 -3.430
C 1.696 0.453 -2.046
H -1.615 2.494 -2.104
*
```

Atomic partial charges in e from the Löwdin method, atoms 1 to 2: atom 1 (H): 0.070, atom 2 (O): -0.075

=====

A 10-piece molecular cluster, C25H41N9O2PS overall at a distorted geometry. Source: the Open Molecules 2025 dataset; level of theory: the ωB97M-V functional and the def2-TZVPD basis.

The frontier orbital gap comes out at 5.97 eV. The LUMO energy comes out at 1.813 eV. The value obtained for the total energy is -2359.89326 hartree.

```
! RIJCOSX wB97M-V def2-TZVPD def2/J DEFGRID3
* xyz -1 1
H -2.198 2.703 2.437
C -7.996 -5.462 -2.011
H -0.439 5.290 -2.192
H 4.448 3.627 -2.190
H -0.362 2.141 6.230
H 7.116 -6.559 -2.266
H 2.343 -0.361 -2.644
H -6.272 -5.918 2.103
C -8.779 -4.306 -2.423
C -1.302 8.666 0.743
C 4.383 1.914 -0.886
H 4.837 -0.617 -2.220
N -1.430 -5.296 0.752
C 1.006 -1.640 -0.365
C 5.471 -1.284 -2.811
H 5.538 -0.903 -3.828
C 7.224 -4.637 -1.454
H 6.328 -6.363 -0.687
H 0.033 1.279 2.129
N -7.362 -6.362 -1.696
H -1.600 8.829 1.776
C -5.985 -3.889 1.670
C -2.279 7.817 0.080
N -1.401 4.399 4.962
O 3.048 2.238 -2.859
C 0.410 1.441 1.142
H 4.272 2.625 -0.068
H -0.329 8.178 0.725
N 0.480 5.280 0.801
H -8.229 -3.740 -3.172
C -1.846 -4.520 1.487
N -1.355 0.129 4.049
H 2.340 3.091 -0.973
H -0.921 3.707 -1.561
C -6.317 -5.243 1.250
C 4.286 2.550 -2.302
C -0.676 0.841 4.637
H -1.237 9.625 0.231
C 1.264 -3.128 -0.577
H 5.570 -5.685 -2.144
H -7.321 -5.261 0.836
N 7.757 -3.629 -1.347
O 3.314 0.983 -0.838
H 1.571 -3.374 -1.588
C 0.964 1.619 0.081
H 6.466 -1.332 -2.372
C 1.440 0.207 -2.432
C -1.690 4.119 3.888
C -2.046 3.778 2.519
H 0.783 2.457 -2.138
H 1.079 1.240 5.714
H -8.970 -3.665 -1.565
P 1.948 1.828 -1.538
N -5.729 -2.816 1.980
C 0.182 1.754 5.372
H 0.465 2.588 4.737
C -2.402 -3.531 2.398
H 0.404 -3.708 -0.265
S 0.153 -0.821 -1.732
N 4.482 -3.687 -2.827
H -2.980 -4.032 3.172
H 2.084 -3.424 0.081
C 6.518 -5.891 -1.649
H -1.894 5.155 -1.188
H 0.369 -1.495 0.504
H 5.308 1.357 -0.732
H 1.037 0.507 -3.397
C 4.896 -2.617 -2.824
C -0.889 4.774 -1.346
N -3.046 7.122 -0.411
H -3.055 -2.853 1.855
H 5.078 2.120 -2.918
H -1.236 4.071 1.852
H 1.920 -1.087 -0.170
H -9.727 -4.634 -2.844
C -0.097 5.024 -0.156
H -2.961 4.297 2.237
H -5.619 -5.582 0.488
H -1.608 -2.952 2.861
*
```

Atomic partial charges in e from the Löwdin method, atoms 1 to 2: atom 1 (H): 0.074, atom 2 (C): -0.281

=====

What did the fourth record say?
C9H36Fe2O21S3 as an isolated structure at a distorted geometry. Source: the Open Molecules 2025 dataset; level of theory: the ωB97M-V functional and the def2-TZVPD basis.

The expectation value of S² is 30.0146. The frontier orbital gap (spin up / spin down) comes out at 8.17 / 6.38 eV. The LUMO energy (spin up / spin down) comes out at -0.920 / -2.668 eV. For the relative energy (zero: lowest compared OMol25 entry of this formula, charge and spin), the calculation gives 3.629 eV. The value obtained for the total energy is -5666.33151 hartree.

```
! RIJCOSX wB97M-V def2-TZVPD def2/J DEFGRID3
* xyz 0 11
H 8.146 14.164 -19.065
Fe 2.502 10.271 -17.264
C 8.329 12.062 -15.369
C 2.335 11.026 -21.838
O 3.384 10.084 -22.135
C 1.138 12.927 -18.623
H 0.568 13.153 -19.524
H 8.895 11.426 -17.079
H 7.828 9.212 -21.130
S 0.697 8.369 -17.031
C 7.783 12.789 -20.266
H 7.046 12.243 -20.856
H 4.639 16.901 -17.416
O 3.639 13.333 -14.549
H 5.577 8.192 -15.469
H 0.846 13.560 -17.785
O 6.459 8.938 -22.159
H 5.685 8.484 -23.927
O 3.187 11.612 -16.199
H 7.799 7.591 -19.634
O 3.787 10.610 -18.561
H 2.369 11.528 -20.871
H 8.222 13.432 -21.028
O -0.662 8.509 -17.611
O 8.225 12.046 -16.781
H 7.276 9.255 -23.968
O 1.150 9.503 -16.178
O 1.675 8.744 -18.026
H 4.084 10.297 -21.514
H 5.595 8.758 -17.140
H 4.007 6.483 -20.784
C 4.652 16.725 -18.491
O 0.959 7.061 -16.437
H 8.979 8.567 -18.727
H 0.310 11.197 -18.679
H 4.703 7.937 -19.911
O 1.137 11.500 -18.298
H 7.569 12.657 -14.863
O 4.751 12.645 -19.302
H 2.470 11.817 -22.575
Fe 5.816 13.196 -17.768
H 5.719 10.219 -23.637
O 5.106 15.461 -18.874
H 2.138 13.323 -18.800
C 8.174 8.600 -19.461
O 4.078 13.684 -16.967
H 5.973 9.579 -21.635
H 7.350 9.220 -19.109
O 3.842 8.956 -16.237
H 5.165 15.479 -19.832
O 5.381 12.424 -16.076
O 7.451 13.503 -19.081
S 3.987 12.776 -15.846
S 4.896 11.184 -19.264
H 3.916 5.876 -18.759
H 9.243 12.613 -15.149
C 4.782 6.871 -20.124
H 5.745 6.848 -20.634
H 8.316 11.129 -14.806
H 3.710 8.254 -15.595
H 8.634 12.117 -20.160
H 5.288 17.520 -18.881
O 6.015 11.377 -18.315
H 3.607 16.868 -18.770
O 5.254 10.634 -20.568
C 6.285 9.296 -23.516
O 8.628 9.234 -20.599
H 1.306 10.754 -22.071
O 4.814 6.069 -19.036
C 5.241 8.987 -16.135
H 5.606 9.956 -15.795
*
```

Atomic partial charges in e from the Löwdin method, atoms 1 to 2: atom 1 (H): 0.124, atom 2 (Fe): 1.016

=====

Repeat the second record exactly.
One molecule with the formula C5H9NO. Source: the Open Molecules 2025 dataset; level of theory: the ωB97M-V functional and the def2-TZVPD basis.

The frontier orbital gap comes out at 10.48 eV. The LUMO energy comes out at 0.906 eV. The SMILES is C[C@H]1N[C@H]1CC=O. For the relative energy (zero: lowest compared OMol25 entry of this formula, charge and spin), the calculation gives 2.309 eV. The value obtained for the total energy is -325.85270 hartree.

```
! RIJCOSX wB97M-V def2-TZVPD def2/J DEFGRID3
* xyz 0 1
H -1.827 -1.639 0.684
H -1.141 2.207 -0.649
H -0.094 0.747 -2.127
C 1.366 -0.002 -0.658
N -0.609 1.506 -0.138
C -1.174 -0.785 0.865
O 2.024 -1.359 1.216
C 1.539 -0.327 0.811
C 0.011 0.556 -1.056
C -1.214 0.179 -0.305
H 1.186 0.460 1.508
H -0.203 -1.240 1.020
H -1.439 -0.289 1.803
H 1.579 -0.908 -1.232
H 2.143 0.744 -0.872
H -2.145 0.149 -0.870
*
```

Atomic partial charges in e from the Löwdin method, atoms 1 to 2: atom 1 (H): 0.082, atom 2 (H): 0.097